--- one ---
Entry from OMol25: the molecule C2H6N2OS (the ωB97M-V functional and the def2-TZVPD basis).

Structure (XYZ):
```
12
C2H6N2OS, DFT the ωB97M-V functional and the def2-TZVPD basis
C -2.181 0.249 0.211
N -0.852 -0.263 -0.337
O -0.785 -1.558 -0.147
C 0.290 0.521 0.017
N 0.340 1.906 0.014
S 1.749 -0.474 0.059
H -3.044 0.707 -0.657
H -2.698 -0.702 0.701
H -1.959 0.977 1.099
H 0.001 -1.770 0.613
H 1.298 2.198 -0.054
H -0.375 2.522 -0.582
```

Results
E_LUMO (eV): 0.281
Net charge: 0
Frontier orbital gap (eV): 8.86
HOMO level (eV): -8.583

Results of the natural (NBO) charge analysis, in e, for atoms 1 through 2: number 1, C, carries -0.48; number 2, N, carries -0.13

=====

--- two ---
Entry from OMol25: the molecule C2H6N2OS (the ωB97M-V functional and the def2-TZVPD basis).

Structure (XYZ):
```
12
C2H6N2OS, DFT the ωB97M-V functional and the def2-TZVPD basis
N 1.201 -1.089 -0.217
N -0.192 -1.394 0.060
C -0.965 -0.355 -0.007
S -2.502 -0.083 -0.168
C -0.170 0.887 0.601
O 0.584 1.526 -0.445
H 1.007 -0.211 -1.070
H 1.978 -1.183 0.500
H -0.544 -2.077 -0.466
H 0.623 0.647 1.260
H -0.928 1.575 1.197
H -0.092 1.759 -1.246
```

Results
E_LUMO (eV): 0.150
Net charge: 0
Frontier orbital gap (eV): 8.73
HOMO level (eV): -8.578

Results of the natural (NBO) charge analysis, in e, for atoms 1 through 2: number 1, N, carries -0.77; number 2, N, carries -0.41

=====

Relative energies, unit eV: one 0.000; two 0.550